#A
Formula: C9H14
Source: the OMol25 dataset
Level of theory: ωB97M-V/def2-TZVPD

Cartesian coordinates (Å):
1 C 2.3115 -2.0077 0.8484
2 C 2.3673 -2.1570 -0.6851
3 H 1.7387 -1.0820 1.1324
4 H 1.8206 -2.8130 1.3861
5 H 3.3259 -2.0429 1.2990
6 H 1.3116 -2.6517 -1.0428
7 H 2.3053 -1.1959 -1.2347
8 H 3.1548 -2.8477 -0.9987
9 C -2.5731 0.5613 1.6023
10 C -1.5192 2.1668 0.1707
11 C -1.6706 0.7526 0.4649
12 C -0.4436 2.6472 -0.6982
13 C -1.0093 -0.1165 -0.4729
14 C 0.0504 1.6990 -1.5898
15 C -0.1566 0.3822 -1.4582
16 H -2.1112 2.9420 0.7154
17 H -0.1258 3.6643 -0.8231
18 H -3.1075 1.3965 2.1409
19 H -1.9759 0.1826 2.5218
20 H -1.2797 -1.1458 -0.2512
21 H 0.8607 2.1052 -2.2458
22 H 0.2426 -0.3798 -2.0821
23 H -3.5168 -0.0598 1.3008

Properties
Kohn-Sham gap	0.367	hartree
LUMO	1.0	eV
SMILES	Cc1ccccc1.CC

***

#B
Formula: C9H14
Source: the OMol25 dataset
Level of theory: ωB97M-V/def2-TZVPD

Cartesian coordinates (Å):
1 C -0.1018 -3.0143 2.1625
2 C -1.4030 -3.1630 1.2213
3 H -0.2292 -3.2602 3.1290
4 H 0.6465 -3.7673 1.6977
5 H 0.1830 -1.9608 2.1628
6 H -1.4099 -2.5714 0.3096
7 H -2.3132 -2.7838 1.8909
8 H -1.4895 -4.1486 0.8073
9 C 0.0800 3.5254 -1.8832
10 C 1.4718 2.0938 -0.4504
11 C 0.3773 2.2762 -1.1650
12 C 1.6711 0.8122 0.1071
13 C 0.7212 -0.0924 0.1536
14 C -0.6262 1.2385 -1.3682
15 C -0.4738 0.0888 -0.6691
16 H 2.3041 2.8358 -0.3222
17 H 2.5919 0.5520 0.6072
18 H 0.8712 4.2437 -2.2237
19 H -0.5567 4.2643 -1.4193
20 H 0.7597 -1.0867 0.7518
21 H -1.4056 1.3588 -2.0631
22 H -1.3404 -0.6172 -0.5519
23 H -0.3282 3.1762 -2.8847

Properties
Kohn-Sham gap	0.371	hartree
LUMO	1.1	eV
SMILES	Cc1ccccc1.CC

***

#C
Formula: C9H14
Source: the OMol25 dataset
Level of theory: ωB97M-V/def2-TZVPD

Cartesian coordinates (Å):
1 C -2.3785 0.4315 -1.2122
2 C -3.3515 -0.4262 -2.0003
3 H -2.1775 0.0162 -0.2190
4 H -1.4101 0.4191 -1.7088
5 H -2.7316 1.4248 -0.9434
6 H -3.0647 -1.4797 -1.9727
7 H -3.3195 -0.2100 -3.0736
8 H -4.3874 -0.2962 -1.6920
9 C -0.3304 -1.7279 1.5612
10 C 0.4341 -0.5866 0.9027
11 C 0.4238 0.6886 1.3895
12 C 1.3764 -0.9705 -0.0665
13 C 1.2450 1.6754 0.8067
14 C 2.2074 -0.0038 -0.6018
15 C 2.1798 1.3367 -0.1395
16 H 0.0990 -2.6848 1.2770
17 H -1.3993 -1.7376 1.3317
18 H -0.3051 1.1084 2.0729
19 H 1.4428 -1.9749 -0.4587
20 H 1.2052 2.6639 1.2485
21 H 3.0151 -0.2262 -1.2891
22 H 2.8585 2.0414 -0.5977
23 H -0.2774 -1.6598 2.6503

Properties
Kohn-Sham gap	0.372	hartree
LUMO	1.0	eV
SMILES	Cc1ccccc1.CC

***

Short version: #A is the least stable of them.

***

#A
Formula: C9H14
Source: the OMol25 dataset
Level of theory: ωB97M-V/def2-TZVPD

Cartesian coordinates (Å):
1 C 2.5311 0.4337 -0.9822
2 C 1.6847 0.5660 -2.2717
3 H 3.3205 -0.2743 -1.2364
4 H 2.7756 1.4170 -0.6009
5 H 1.9505 -0.1095 -0.2481
6 H 0.9790 -0.2510 -2.3359
7 H 2.3537 0.7890 -3.0943
8 H 1.0370 1.4435 -2.1754
9 C 0.5691 -1.6852 1.2290
10 C -1.7553 -1.1860 0.4764
11 C -0.5453 -0.6912 0.9478
12 C -2.8507 -0.3396 0.3401
13 C -2.7172 1.0080 0.6332
14 C -0.3961 0.6656 1.2151
15 C -1.4909 1.5012 1.0620
16 H -1.8111 -2.1858 0.0715
17 H -3.7615 -0.6773 -0.1371
18 H 0.3072 -2.6554 0.8270
19 H 0.6786 -1.6797 2.3120
20 H -3.5231 1.6935 0.4096
21 H 0.5452 1.0690 1.5616
22 H -1.3997 2.5701 1.2142
23 H 1.5187 -1.4216 0.7825

Properties
Kohn-Sham gap	0.371	hartree
LUMO	1.0	eV
SMILES	Cc1ccccc1.CC

***

#B
Formula: C9H14
Source: the OMol25 dataset
Level of theory: ωB97M-V/def2-TZVPD

Cartesian coordinates (Å):
1 C -1.3281 -1.5683 -1.5872
2 C -0.9755 1.2730 0.9366
3 C -1.4513 2.3329 0.1491
4 C -0.8377 0.0134 0.3335
5 C -1.3250 -0.1748 -0.9493
6 C -1.8207 2.1631 -1.1836
7 C -1.7471 0.8881 -1.7177
8 H -0.6413 1.4576 1.9470
9 H -1.3370 3.2753 0.6730
10 H -0.4281 -0.7567 0.9774
11 H -2.3861 2.9813 -1.6069
12 H -0.7119 -2.2391 -0.9914
13 H -0.8449 -1.4955 -2.5629
14 H -2.1568 0.7255 -2.7061
15 H -2.3498 -1.9183 -1.7131
16 C 2.6260 -1.4961 0.7685
17 C 2.5067 -0.2479 1.6583
18 H 2.6801 -2.3793 1.3991
19 H 1.7445 -1.5534 0.1269
20 H 3.4826 -1.3828 0.1095
21 H 2.0462 -0.4787 2.6319
22 H 1.7622 0.4815 1.3407
23 H 3.4926 0.0995 1.9669

Properties
Kohn-Sham gap	0.371	hartree
LUMO	1.1	eV
SMILES	Cc1ccccc1.CC

***

#C
Formula: C9H14
Source: the OMol25 dataset
Level of theory: ωB97M-V/def2-TZVPD

Cartesian coordinates (Å):
1 C 1.4108 1.1523 -2.8772
2 C 1.5717 -0.0039 -3.8745
3 H 1.6958 0.8467 -1.8594
4 H 2.1095 1.9528 -3.0808
5 H 0.3511 1.3721 -2.9298
6 H 1.0226 -0.9394 -3.7665
7 H 2.6180 -0.2761 -4.0206
8 H 1.1473 0.4171 -4.7963
9 C 0.7993 -1.0968 3.1043
10 C -1.1976 -1.4504 1.5932
11 C -0.2278 -0.5927 2.0975
12 C -2.2703 -0.8812 0.8574
13 C -0.2371 0.7754 1.7766
14 C -2.4300 0.4945 0.8072
15 C -1.3137 1.2862 1.0758
16 H -1.0889 -2.5227 1.6194
17 H -3.1944 -1.4008 0.6255
18 H 1.0254 -0.4194 3.9151
19 H 1.7170 -1.2703 2.5261
20 H 0.3942 1.4316 2.3585
21 H -3.4053 0.9156 0.6126
22 H -1.0216 2.2881 0.7599
23 H 0.5239 -2.0788 3.4759

Properties
Kohn-Sham gap	0.362	hartree
LUMO	1.0	eV
SMILES	Cc1ccccc1.CC

***

#D
Formula: C9H14
Source: the OMol25 dataset
Level of theory: ωB97M-V/def2-TZVPD

Cartesian coordinates (Å):
1 C 2.6350 0.4733 -0.8376
2 C -0.7735 1.3268 -2.2936
3 C -1.6380 0.5610 -1.5054
4 C 0.5766 1.3897 -1.9725
5 C 1.1450 0.5099 -1.0556
6 C -1.0670 -0.3621 -0.6483
7 C 0.3077 -0.3962 -0.4197
8 H -1.1696 1.9821 -3.0569
9 H -2.6969 0.7646 -1.5566
10 H 1.0797 2.2376 -2.4246
11 H -1.7544 -0.9631 -0.0667
12 H 2.9639 -0.1870 -0.0376
13 H 3.0481 1.4643 -0.6702
14 H 0.6531 -1.1979 0.2185
15 H 3.0854 0.0756 -1.7556
16 C -0.8440 -0.6371 3.4704
17 C -0.5698 -2.1460 3.4567
18 H -0.2650 -0.2475 4.3084
19 H -0.4575 -0.1272 2.5798
20 H -1.9084 -0.4029 3.4798
21 H -0.8052 -2.6179 2.4988
22 H 0.4553 -2.3768 3.7290
23 H -1.2438 -2.6317 4.1699

Properties
Kohn-Sham gap	0.368	hartree
LUMO	1.0	eV
SMILES	Cc1ccccc1.CC

***

Short version: #C is the least stable of them.

***

#A
Formula: C9H14
Source: the OMol25 dataset
Level of theory: ωB97M-V/def2-TZVPD

Cartesian coordinates (Å):
1 C -1.7257 3.0963 0.7490
2 C -2.2505 2.3852 1.9763
3 H -0.8543 2.5078 0.2643
4 H -2.3947 3.4951 -0.0496
5 H -1.0970 3.9314 1.1153
6 H -2.9054 1.4739 1.8863
7 H -1.4834 2.0706 2.7303
8 H -2.7841 3.0097 2.6488
9 C 1.0507 -1.6041 1.4946
10 C 1.4556 -0.3273 -0.6857
11 C 1.0371 -1.4607 -0.0160
12 C 1.3266 -0.2471 -2.1072
13 C 0.5500 -2.5222 -0.8425
14 C 0.9780 -1.3655 -2.8881
15 C 0.6451 -2.5207 -2.2264
16 H 1.9280 0.4410 -0.0346
17 H 1.5944 0.6902 -2.5890
18 H 0.1316 -1.3202 2.0374
19 H 1.7208 -0.9879 1.9453
20 H 0.2816 -3.4629 -0.3660
21 H 0.8762 -1.2822 -3.9585
22 H 0.4059 -3.3708 -2.7837
23 H 1.5133 -2.6296 1.6998

Properties
Kohn-Sham gap	0.365	hartree
LUMO	0.9	eV
SMILES	Cc1ccccc1.CC

***

#B
Formula: C9H14
Source: the OMol25 dataset
Level of theory: ωB97M-V/def2-TZVPD

Cartesian coordinates (Å):
1 C -1.4394 -2.2202 0.2171
2 C -0.9257 -2.9926 -0.9545
3 H -0.6575 -1.5020 0.5665
4 H -2.1942 -1.6087 -0.1573
5 H -1.6278 -2.8130 1.2017
6 H -1.7638 -2.9435 -1.8653
7 H -0.9395 -4.1157 -0.6366
8 H 0.1548 -2.6561 -1.3671
9 C 2.3384 0.1195 0.7029
10 C -1.1526 1.4222 0.4785
11 C -0.9328 2.7033 -0.1027
12 C -0.1055 0.7144 0.9458
13 C 1.1541 0.9919 0.3982
14 C 0.3308 3.0077 -0.6674
15 C 1.2628 2.0162 -0.4710
16 H -2.1879 0.9692 0.4877
17 H -1.7857 3.4967 -0.0055
18 H -0.2899 -0.1416 1.6254
19 H 0.4215 3.8058 -1.2834
20 H 3.2498 0.8143 1.0163
21 H 2.5815 -0.3128 -0.2241
22 H 2.1836 2.0100 -1.1409
23 H 2.3247 -0.7651 1.2355

Properties
Kohn-Sham gap	0.356	hartree
LUMO	0.9	eV
SMILES	Cc1ccccc1.CC

***

Short version: #B is the least stable of them.

***

#A
Formula: C9H14
Source: the OMol25 dataset
Level of theory: ωB97M-V/def2-TZVPD

Cartesian coordinates (Å):
1 C 0.8769 0.6893 2.7652
2 C 0.2600 1.9195 2.2103
3 H 0.3166 0.5203 3.7346
4 H 0.6685 -0.2882 2.2089
5 H 1.9221 0.4505 2.6228
6 H -0.6741 2.2952 2.4531
7 H 0.0154 1.8087 1.1410
8 H 0.9011 2.8319 2.0749
9 C 1.9086 -0.5731 -1.3303
10 C 0.4328 -0.6750 -1.3181
11 C -0.1813 -1.4432 -0.2915
12 C -0.3014 0.0165 -2.3115
13 C -1.5717 -1.4857 -0.3368
14 C -1.7035 0.1375 -2.0887
15 C -2.3318 -0.6146 -1.1713
16 H 2.0377 -0.0170 -0.4419
17 H 2.1554 0.1093 -2.2357
18 H 0.4618 -2.0629 0.3866
19 H 0.2857 0.5092 -3.0405
20 H -2.1400 -2.4149 0.2907
21 H -2.4119 0.6466 -2.7067
22 H -3.3262 -0.7870 -1.1738
23 H 2.3992 -1.5732 -1.4413

Properties
Kohn-Sham gap	0.366	hartree
LUMO	1.0	eV
SMILES	Cc1ccccc1.CC

***

#B
Formula: C9H14
Source: the OMol25 dataset
Level of theory: ωB97M-V/def2-TZVPD

Cartesian coordinates (Å):
1 C -0.0228 -1.8583 -2.5991
2 C -2.3452 0.5228 -0.7950
3 C -1.7317 -0.1934 -1.8127
4 C -1.9329 0.3725 0.5223
5 C -0.7856 -1.1614 -1.5036
6 C -1.0674 -0.6625 0.8424
7 C -0.5211 -1.4487 -0.1619
8 H -3.0946 1.2760 -1.0079
9 H -2.0084 0.0187 -2.8383
10 H -2.3421 1.0054 1.3000
11 H -0.8147 -0.9280 1.8609
12 H 0.9325 -2.2704 -2.2780
13 H 0.2042 -1.1535 -3.4001
14 H 0.3211 -2.1080 0.0190
15 H -0.5972 -2.6964 -3.0005
16 C 2.6408 1.6174 1.4950
17 C 1.4120 1.1194 2.2138
18 H 2.7012 1.3603 0.4395
19 H 2.5749 2.7131 1.4802
20 H 3.5670 1.4614 2.0423
21 H 0.5281 1.6058 1.7745
22 H 1.3517 1.3054 3.2851
23 H 1.0302 0.1022 2.1220

Properties
Kohn-Sham gap	0.369	hartree
LUMO	1.0	eV
SMILES	Cc1ccccc1.CC

***

Short version: #A is the least stable of them.